[1]
{"formula": "C4H7NS3", "method": "wB97M-V/def2-TZVPD", "de_lowest_kj_mol": 746.5, "elements": ["C", "C", "C", "C", "H", "H", "H", "H", "H", "H", "H", "N", "S", "S", "S"], "xyz": [[-1.167, 2.280, 0.404], [-0.223, 1.517, -0.467], [1.779, -1.191, -0.284], [-0.530, -2.125, 0.079], [-2.150, 2.339, -0.080], [-0.813, 3.311, 0.519], [-1.272, 1.819, 1.386], [-0.081, 1.938, -1.466], [2.644, -1.056, 0.368], [0.978, -1.945, 1.403], [-1.041, -2.548, 0.947], [0.750, -1.760, 0.435], [0.573, 0.174, -0.061], [1.843, -0.742, -1.837], [-1.290, -2.010, -1.345]]}

***

[2]
{"formula": "C4H7NS3", "method": "wB97M-V/def2-TZVPD", "de_lowest_kj_mol": 189.7, "smiles": "CC1=NSCSCS1", "elements": ["C", "C", "N", "S", "C", "S", "C", "S", "H", "H", "H", "H", "H", "H", "H"], "xyz": [[-1.160, 1.490, 2.524], [-0.869, 0.607, 1.302], [-0.712, -0.696, 1.416], [-0.688, -1.761, 0.219], [0.859, -1.589, -0.721], [1.374, -0.298, -1.905], [1.111, 1.014, -0.736], [-0.502, 1.589, -0.195], [-0.108, 1.757, 3.064], [-1.815, 2.380, 2.297], [-1.647, 0.788, 3.188], [1.649, -1.842, 0.121], [1.006, -2.552, -1.352], [1.872, 0.833, 0.000], [1.440, 1.894, -1.360]]}

***

[3]
{"formula": "C4H7NS3", "method": "wB97M-V/def2-TZVPD", "de_lowest_kj_mol": 366.2, "smiles": "CS/C=C\\C(=S)NS", "elements": ["C", "S", "C", "C", "C", "S", "N", "S", "H", "H", "H", "H", "H", "H", "H"], "xyz": [[-1.492, -0.229, 2.655], [-0.452, -0.674, 1.320], [-0.999, 0.372, 0.082], [-0.581, 0.448, -1.232], [0.596, -0.258, -1.879], [0.645, -0.448, -3.600], [1.642, -0.197, -1.034], [3.123, -1.075, -1.515], [-1.011, 0.698, 3.472], [-2.519, 0.119, 1.994], [-1.570, -1.304, 3.424], [-1.700, 1.168, 0.441], [-1.109, 1.111, -1.880], [1.580, 0.264, -0.048], [3.846, 0.006, -2.201]]}

***

[4]
{"formula": "C4H7NS3", "method": "wB97M-V/def2-TZVPD", "de_lowest_kj_mol": 410.6, "elements": ["C", "C", "C", "C", "H", "H", "H", "H", "H", "H", "H", "N", "S", "S", "S"], "xyz": [[0.896, 0.057, -0.334], [-0.421, -0.063, -0.148], [-1.443, -0.881, -0.932], [-1.512, 1.073, -0.535], [0.417, 2.221, 0.359], [0.817, -0.987, 1.987], [-1.729, -1.938, -0.763], [-1.065, -0.920, -2.082], [-3.097, 0.076, 0.023], [-1.534, 1.980, 0.115], [-1.279, 1.587, -1.528], [-2.534, 0.098, -0.779], [1.509, 1.628, 0.004], [1.755, -1.435, -0.448], [-0.759, -0.432, 1.635]]}

***

[5]
{"formula": "C4H7NSSi", "method": "wB97M-V/def2-TZVPD", "de_lowest_kj_mol": 22.9, "elements": ["C", "C", "C", "C", "N", "Si", "S", "H", "H", "H", "H", "H", "H", "H"], "xyz": [[-0.024, 0.961, 1.793], [0.100, 0.672, 0.506], [-0.436, -0.666, 0.296], [0.646, 1.546, -0.551], [-0.854, -1.284, 1.359], [-0.384, -1.787, -1.200], [-0.696, -0.423, 2.713], [0.268, 1.670, 2.491], [0.468, 1.048, -1.594], [0.248, 2.635, -0.581], [1.832, 1.660, -0.390], [0.408, -0.959, -2.172], [-1.638, -2.080, -2.083], [0.061, -2.992, -0.587]]}

***

[6]
{"formula": "C4H7NSi", "method": "wB97M-V/def2-TZVPD", "de_lowest_kj_mol": 152.2, "smiles": "[H]/N=C1\\CC=C1[SiH3]", "elements": ["H", "N", "C", "C", "C", "C", "Si", "H", "H", "H", "H", "H", "H"], "xyz": [[-0.438, 0.070, 3.051], [-0.162, -0.250, 2.139], [-0.422, 0.295, 1.081], [-1.169, 1.566, 0.412], [-0.658, 0.891, -0.875], [0.148, 0.022, -0.279], [1.353, -1.734, -1.100], [-0.671, 2.491, 0.447], [-2.139, 1.569, 0.683], [-0.966, 1.152, -1.961], [1.025, -2.365, -2.347], [1.616, -2.768, 0.032], [2.483, -0.938, -1.283]]}

***

| no. | strongest force on any atom (hartree/bohr) | HOMO-LUMO gap (eV) |
| --- | --- | --- |
| 1 | 0.13475 | 5.67 |
| 2 | 0.09605 | 8.43 |
| 3 | 0.08473 | 7.91 |
| 4 | 0.16060 | 7.76 |
| 5 | 0.07273 | 10.00 |
| 6 | 0.08726 | 9.75 |